106
Properties=species:S:1:pos:R:3 method="wB97M-V/def2-TZVPD" molar_mass_g_mol=666.9 smiles="c1cc[nH]c1.c1cc[nH]c1.c1cc[nH]c1.NC(N)=O.NC(N)=O.CCCC#N.CCCC#N.CCCC#N.CCCC#N.CCCC#N" lumo_energy_ev=0.381 total_charge=0 energy_ha=-2137.94422 spin_multiplicity=1 orbital_gap_ha=0.29883 homo_ev=-7.8
C -0.3297 -1.3249 5.7630
O 0.8029 -1.6529 6.1143
N -1.3255 -1.0463 6.6613
N -0.6753 -1.2041 4.4448
H -1.1862 -1.1671 7.6443
H -2.2302 -0.8000 6.3049
H -0.0914 -1.4863 3.6722
H -1.6032 -0.8802 4.2370
C -0.1093 -0.4676 0.7932
O 0.4189 -0.5600 1.9099
N -0.5964 -1.5314 0.1058
N -0.1174 0.7551 0.1911
H -0.8255 -1.5192 -0.8726
H -0.7295 -2.3557 0.6738
H 0.3538 1.4349 0.7617
H -0.5467 0.9795 -0.6917
C -4.0520 2.5446 -4.2133
C -4.2745 1.0827 -4.5698
C -3.8592 0.1063 -3.4434
C -2.5653 0.4427 -2.8703
N -1.5122 0.6774 -2.4803
H -4.5794 2.8143 -3.2942
H -4.5260 3.1969 -4.9515
H -2.9967 2.8003 -4.1692
H -3.7475 0.8253 -5.4904
H -5.3295 0.8910 -4.7731
H -3.7848 -0.8908 -3.8852
H -4.6210 0.0645 -2.6672
C -0.6655 5.5543 -0.7229
C -0.2807 4.1769 -1.2746
C 0.6267 4.2418 -2.5004
C -0.1161 4.4948 -3.7295
N -0.7059 4.6558 -4.7026
H 0.1795 5.9249 -0.1450
H -1.5613 5.4552 -0.1150
H -0.8984 6.2642 -1.5200
H -1.1527 3.5634 -1.5149
H 0.2521 3.6291 -0.4945
H 1.1671 3.2978 -2.6304
H 1.4515 4.9510 -2.3963
C 1.7353 -1.1515 -4.8008
C 0.5824 -1.4528 -5.7520
C -0.8151 -1.4729 -5.1086
C -0.8878 -2.1872 -3.8388
N -0.9188 -2.7628 -2.8480
H 1.9178 -2.0002 -4.1450
H 1.5846 -0.2561 -4.1957
H 2.6283 -0.9918 -5.4072
H 0.7482 -2.4121 -6.2438
H 0.5501 -0.6929 -6.5356
H -1.5171 -1.9266 -5.8142
H -1.1866 -0.4558 -4.9667
C -4.3326 -6.4391 2.0245
C -3.3683 -7.1326 1.0534
C -1.8972 -6.7443 1.2579
C -1.6570 -5.3062 1.4060
N -1.4390 -4.1864 1.5095
H -3.8579 -6.1762 2.9694
H -5.1740 -7.0908 2.2657
H -4.7640 -5.5550 1.5572
H -3.6731 -6.9345 0.0275
H -3.3983 -8.2128 1.2021
H -1.3445 -7.0242 0.3573
H -1.4859 -7.2312 2.1413
C 3.6038 -4.1278 -1.3011
C 2.2690 -3.8033 -0.6118
C 1.1619 -4.7787 -0.9622
C 1.0485 -5.0696 -2.3999
N 0.9661 -5.2944 -3.5222
H 3.5435 -4.0421 -2.3827
H 3.8477 -5.1666 -1.0514
H 4.3938 -3.4985 -0.8983
H 1.9447 -2.8243 -0.9833
H 2.4048 -3.6734 0.4591
H 0.1813 -4.3998 -0.6671
H 1.2899 -5.7791 -0.5305
N 0.6119 3.5450 3.7841
C -0.1551 2.6046 3.1602
C -1.1470 3.2299 2.4527
C -0.9306 4.6347 2.6189
C 0.1724 4.7988 3.4075
H 1.5132 3.3696 4.2062
H 0.0546 1.5445 3.1830
H -1.8572 2.8118 1.7598
H -1.4678 5.3990 2.0856
H 0.7457 5.6742 3.6639
N 2.4837 0.4299 4.5319
C 3.0621 0.8096 3.3466
C 3.9913 1.7710 3.6088
C 4.0445 1.9387 5.0235
C 3.1264 1.0683 5.5524
H 1.6843 -0.1688 4.6632
H 2.6893 0.4148 2.4158
H 4.5706 2.3379 2.8976
H 4.6036 2.6734 5.5782
H 2.9620 0.7909 6.5812
N 2.4117 3.7678 1.1852
C 2.8452 2.9149 0.2173
C 3.6735 3.5981 -0.6349
C 3.6989 4.9497 -0.1889
C 2.9369 5.0104 0.9475
H 1.7669 3.6143 1.9463
H 2.4733 1.9082 0.1121
H 4.1672 3.2076 -1.5086
H 4.2187 5.8061 -0.5876
H 2.7075 5.8606 1.5673